[1]
13 unconnected molecules or ions with the total composition C25H80N22O13 in a non-equilibrium geometry. Source: OMol25; level of theory: ωB97M-V with the def2-TZVPD basis set.

energy relative to the best compared isomer or geometry (same formula, charge and spin) = 252.4 kJ/mol
orbital gap = 8.12 eV
multiplicity = 1
DFT total energy = -86628.545 eV

Each atom is followed by the atoms it is bonded to, with distances in Å.
Cartesian coordinates (Å):
1 O -3.8525 3.3033 0.4961  C59 1.233
2 O 1.8703 -0.1387 7.5700  C54 1.221
3 O -0.2584 -4.7749 2.6260  C43 1.226
4 O 1.1341 6.1714 -0.6687  C37 1.240
5 O -0.6386 -0.4510 0.3217  C53 1.424, C57 1.442
6 O 5.2265 3.1855 1.0209  C41 1.230
7 O -0.1484 -5.5324 -5.2397  C46 1.407, C47 1.412
8 O 5.4281 -1.8982 0.9866  C36 1.226
9 O 1.3944 1.7001 -1.4491  C38 1.246
10 O 3.4357 4.2374 4.8357  C40 1.402, C51 1.428
11 O -2.7779 -1.6598 -5.8916  C50 1.412, C60 1.411
12 O -1.9554 1.0726 4.9824  C49 1.245
13 O -5.1352 -0.5137 -2.4145  C44 1.223
14 N 0.7720 3.6286 -2.5148  C38 1.329, H105 1.013, H138 1.004
15 N 4.3202 1.3856 -0.0476  C41 1.381, H120 1.007, H124 1.003
16 N -1.1995 3.1943 4.9763  C49 1.347, H92 1.008, H125 1.004
17 N 0.3764 -0.0773 5.8210  C54 1.398, H67 1.020, H133 1.013
18 N -4.1701 -3.6499 -8.6571  C58 1.496, H99 1.017, H101 1.020
19 N 1.7205 -0.7147 3.1560  C56 1.482, H130 1.015, H139 1.016
20 N 0.8212 -2.3047 -3.6898  C39 1.487, H75 1.020, H119 1.026
21 N 0.2715 1.5928 -3.4087  C38 1.372, H126 1.006, H127 1.002
22 N 4.4935 -2.6858 2.9327  C36 1.357, H109 1.004, H132 1.003
23 N 3.4477 -3.0386 0.9843  C36 1.378, H68 1.002, H104 1.008
24 N -2.9624 2.5480 3.6064  C49 1.352, H116 1.003, H128 1.005
25 N -1.7939 -3.1831 2.0621  C43 1.375, H100 1.006, H115 1.002
26 N 3.1903 3.3468 -0.0823  C41 1.369, H62 1.007, H108 1.013
27 N -4.5589 -1.7510 -0.6205  C44 1.369, H61 1.006, H131 1.001
28 N -3.4412 1.0424 0.4375  C59 1.361, H107 1.006, H136 1.003
29 N -6.7740 -1.4071 -1.0272  C44 1.378, H93 1.002, H94 1.000
30 N 5.3769 1.2323 3.5280  C55 1.461, H89 1.018, H122 1.011
31 N -1.8597 2.4017 -0.1719  C59 1.326, H65 1.007, H112 1.007
32 N -0.4930 -2.8502 3.8770  C43 1.363, H76 1.005, H111 1.001
33 N -0.3343 0.4990 7.8789  C54 1.370, H69 1.004, H82 1.006
34 N -0.0428 7.5893 0.5647  C37 1.362, H86 1.004, H135 1.004
35 N 0.5614 5.5679 1.4848  C37 1.347, H73 1.002, H77 1.006
36 C 4.4939 -2.3942 1.6075  O8 1.226, N22 1.357, N23 1.378
37 C 0.5427 6.3706 0.4029  O4 1.240, N34 1.362, N35 1.347
38 C 0.8457 2.3074 -2.3883  O9 1.246, N14 1.329, N21 1.372
39 C 0.4964 -3.7489 -3.8303  N20 1.487, C42 1.544, C46 1.522, H102 1.092
40 C 2.6812 4.6942 3.7457  O10 1.402, H78 1.094, H91 1.099, H118 1.097
41 C 4.3518 2.7244 0.2889  O6 1.230, N15 1.381, N26 1.369
42 C -0.4551 -4.0411 -2.6497  C39 1.544, H72 1.092, H79 1.093, H97 1.088
43 C -0.7585 -3.6724 2.8225  O3 1.226, N25 1.375, N32 1.363
44 C -5.4823 -1.1223 -1.4126  O13 1.223, N27 1.369, N29 1.378
45 C 3.6825 1.1935 5.3089  C55 1.511, H70 1.096, H90 1.093, H95 1.089
46 C -0.1340 -4.1276 -5.1624  O7 1.407, C39 1.522, H83 1.096, H87 1.106
47 C -0.8393 -6.0318 -6.3657  O7 1.412, H63 1.091, H96 1.094, H121 1.093
48 C -2.2811 -2.1140 -8.7782  C58 1.510, H64 1.093, H98 1.091, H110 1.093
49 C -2.0382 2.2345 4.5419  O12 1.245, N16 1.347, N24 1.352
50 C -3.2130 -1.0635 -4.6874  O11 1.412, H80 1.094, H88 1.092, H140 1.091
51 C 4.5435 3.4196 4.4565  O10 1.428, C55 1.522, H66 1.093, H117 1.095
52 C 0.8719 1.4247 2.3011  C56 1.524, H74 1.092, H114 1.089, H129 1.095
53 C 0.6198 -0.7486 0.9184  O5 1.424, C56 1.538, H103 1.099, H137 1.096
54 C 0.7703 0.1683 7.1393  O2 1.221, N17 1.398, N33 1.370
55 C 4.2671 1.9559 4.1427  N30 1.461, C45 1.511, C51 1.522, H85 1.106
56 C 0.6808 -0.0872 2.3061  N19 1.482, C52 1.524, C53 1.538, H123 1.094
57 C -0.8522 -1.1244 -0.9357  O5 1.442, H71 1.093, H106 1.088, H134 1.090
58 C -3.1283 -2.9461 -7.8459  N18 1.496, C48 1.510, C60 1.533, H84 1.094
59 C -3.0852 2.3522 0.3310  O1 1.233, N28 1.361, N31 1.326
60 C -3.8071 -2.1939 -6.6954  O11 1.411, C58 1.533, H81 1.098, H113 1.093
61 H -3.6394 -1.7636 -1.0294  N27 1.006
62 H 3.1166 4.3378 0.0801  N26 1.007
63 H -0.4353 -7.0119 -6.6213  C47 1.091
64 H -1.5129 -2.6696 -9.3226  C48 1.093
65 H -1.5402 3.3004 -0.4944  N31 1.007
66 H 5.1730 3.8613 3.6796  C51 1.093
67 H -0.5342 0.2846 5.5383  N17 1.020
68 H 2.6408 -3.5104 1.3459  N23 1.002
69 H -1.1782 0.7020 7.3748  N33 1.004
70 H 4.4499 1.0930 6.0845  C45 1.096
71 H -1.8082 -0.6673 -1.2044  C57 1.093
72 H -1.4594 -3.6179 -2.7243  C42 1.092
73 H 0.1298 5.8438 2.3465  N35 1.002
74 H 1.8976 1.6969 2.0454  C52 1.092
75 H 1.7809 -2.2895 -3.3458  N20 1.020
76 H 0.2992 -3.0255 4.4698  N32 1.005
77 H 1.0797 4.7060 1.4796  N35 1.006
78 H 3.1996 5.3941 3.0843  C40 1.094
79 H -0.5702 -5.1235 -2.5502  C42 1.093
80 H -2.3080 -0.7927 -4.1359  C50 1.094
81 H -4.3039 -1.3179 -7.1320  C60 1.098
82 H -0.1690 0.8001 8.8243  N33 1.006
83 H -1.0296 -3.5718 -5.4623  C46 1.096
84 H -2.5095 -3.7742 -7.4887  C58 1.094
85 H 3.4600 1.9422 3.3865  C55 1.106
86 H -0.6468 7.9069 1.3004  N34 1.004
87 H 0.5778 -3.8147 -5.9495  C46 1.106
88 H -3.7571 -0.1169 -4.6865  C50 1.092
89 H 5.7295 1.8541 2.8027  N30 1.018
90 H 2.8563 1.8447 5.6052  C45 1.093
91 H 1.8744 5.2592 4.2329  C40 1.099
92 H -1.2357 3.9837 4.3498  N16 1.008
93 H -7.5573 -1.3183 -1.6450  N29 1.002
94 H -6.8738 -1.8463 -0.1340  N29 1.000
95 H 3.3943 0.1493 5.1966  C45 1.089
96 H -1.8893 -6.2197 -6.1231  C47 1.094
97 H -0.0678 -3.6345 -1.7175  C42 1.088
98 H -1.7419 -1.2805 -8.3255  C48 1.091
99 H -3.8718 -4.4889 -9.1474  N18 1.017
100 H -2.2139 -3.8346 1.4202  N25 1.006
101 H -4.8392 -4.1073 -8.0382  N18 1.020
102 H 1.4151 -4.3312 -3.7350  C39 1.092
103 H 0.6827 -1.8427 1.0042  C53 1.099
104 H 3.5653 -2.9872 -0.0155  N23 1.008
105 H 1.3502 4.2404 -1.9518  N14 1.013
106 H -0.0632 -0.8633 -1.6374  C57 1.088
107 H -2.7702 0.3510 0.1495  N28 1.006
108 H 2.4810 2.7553 -0.4974  N26 1.013
109 H 5.2910 -2.5733 3.5315  N22 1.004
110 H -2.8632 -1.6894 -9.6006  C48 1.093
111 H -1.2357 -2.2454 4.1682  N32 1.001
112 H -1.2639 1.5906 -0.2090  N31 1.007
113 H -4.5718 -2.7815 -6.1802  C60 1.093
114 H 0.5554 1.9309 3.2122  C52 1.089
115 H -2.3662 -2.4172 2.3628  N25 1.002
116 H -3.4733 1.7844 3.2033  N24 1.003
117 H 5.1094 3.4273 5.3940  C51 1.095
118 H 2.1084 3.9752 3.1479  C40 1.097
119 H 1.0191 -2.0097 -4.6526  N20 1.026
120 H 5.1552 0.8609 0.1540  N15 1.007
121 H -0.7223 -5.3674 -7.2251  C47 1.093
122 H 5.0470 0.3766 3.1034  N30 1.011
123 H -0.2861 -0.3478 2.7458  C56 1.094
124 H 3.5852 1.0478 -0.6412  N15 1.003
125 H -0.4027 3.0182 5.5608  N16 1.004
126 H 0.3461 0.5906 -3.3594  N21 1.006
127 H -0.2064 1.9526 -4.2122  N21 1.002
128 H -2.9538 3.4563 3.1766  N24 1.005
129 H 0.2422 1.8377 1.5061  C52 1.095
130 H 1.5915 -1.6696 2.8383  N19 1.015
131 H -4.7777 -2.4081 0.1017  N27 1.001
132 H 3.8425 -3.4208 3.1395  N22 1.003
133 H 1.1230 -0.1206 5.1371  N17 1.013
134 H -1.0674 -2.1705 -0.7193  C57 1.090
135 H 0.0317 8.1833 -0.2416  N34 1.004
136 H -4.4190 0.8238 0.4867  N28 1.003
137 H 1.3963 -0.5130 0.1823  C53 1.096
138 H 0.4297 4.0157 -3.3756  N14 1.004
139 H 2.5839 -0.2948 2.8236  N19 1.016
140 H -3.6941 -1.8255 -4.0717  C50 1.091

=====

[2]
21 unconnected molecules or ions with the total composition C25H91ClN2O25P in a non-equilibrium geometry. Source: OMol25; level of theory: ωB97M-V with the def2-TZVPD basis set.

orbital gap = 6.89 eV
multiplicity = 1
DFT total energy = -103361.018 eV
charge = +1

Each atom is followed by the atoms it is bonded to, with distances in Å.
Cartesian coordinates (Å):
1 Cl 1.1323 -4.1124 1.7301  C35 1.890
2 P -1.5819 0.9221 -2.1502  C31 1.906, C45 1.905, C48 1.891
3 O 2.7393 -7.1333 1.3518  H132 0.969, H135 0.969
4 O 3.0692 5.9578 -6.1388  H113 0.969, H114 0.969
5 O 5.5532 -4.7893 0.6012  H78 0.969, H131 0.969
6 O -4.6681 -0.0129 1.9154  H57 0.969, H93 0.969
7 O 0.5602 4.4544 4.4244  H72 0.969, H124 0.969
8 O -3.5326 7.5571 0.6257  H67 0.969, H79 0.969
9 O 2.3151 -9.0309 3.6885  H80 0.969, H104 0.969
10 O 0.8768 2.0511 2.5638  C39 1.466, C43 1.466
11 O 4.0035 -2.2493 6.7141  H71 0.969, H108 0.969
12 O -1.2701 5.5447 0.3645  H130 0.969, H139 0.969
13 O -0.1853 0.4873 0.1908  C45 1.462, C54 1.450
14 O -6.2631 3.0727 -0.7101  H90 0.969, H119 0.969
15 O 1.1604 -1.8134 -5.6632  C34 1.472, C42 1.481
16 O -2.4602 -2.7537 8.1566  H56 0.969, H123 0.969
17 O 3.5056 -1.1266 4.2340  H81 0.969, H138 0.969
18 O -0.3745 -3.4342 5.7977  H91 0.969, H103 0.969
19 O -0.3488 1.7281 6.6807  H73 0.969, H145 0.969
20 O -6.2904 -8.1112 1.9060  H75 0.969, H110 0.969
21 O -0.9866 3.4156 -4.5843  H59 0.969, H60 0.969
22 O 4.3276 8.0632 -2.3021  H121 0.969, H141 0.969
23 O 4.7095 3.0337 -3.7231  C33 1.477, H99 1.016
24 O -0.2057 -3.4758 -6.7494  C34 1.338
25 O -1.0419 6.6259 -5.1951  H58 0.969, H95 0.969
26 O -5.3770 -6.5007 -0.6349  H82 0.969, H128 0.969
27 O 3.3665 -6.1273 -1.2489  H70 0.969, H102 0.969
28 N -3.4641 -3.9717 -0.0363  C44 1.512, H125 1.043, H142 1.043
29 N 1.8740 0.3130 -2.0455  C38 1.501, C40 1.493, H69 1.065, H96 1.065
30 C -4.4646 0.4258 -2.8193  C31 1.639, H61 1.188, H76 1.194, H126 1.188
31 C -2.9172 -0.0010 -3.1500  P2 1.906, C30 1.639, H64 1.191, H136 1.192
32 C 1.5483 -2.0470 -1.2015  C38 1.641, C52 1.673, H77 1.194, H87 1.195
33 C 4.6150 3.9431 -2.5633  O23 1.477, C41 1.645, H66 1.189, H111 1.183
34 C 1.0242 -3.0752 -6.4082  O15 1.472, O24 1.338, H137 1.171
35 C 2.6092 -3.2997 0.8757  Cl1 1.890, C52 1.673, H120 1.172, H143 1.174
36 C 1.4547 2.8480 -2.2781  C40 1.673, C49 1.673, H89 1.170, H140 1.168
37 C -0.5670 0.4669 3.8659  C43 1.644, C53 1.639, H55 1.191, H85 1.193
38 C 0.8182 -0.7394 -1.8716  N29 1.501, C32 1.641, C45 1.673, C50 1.673
39 C 1.6804 1.6479 1.4053  O10 1.466, C54 1.674, H84 1.168, H109 1.194
40 C 1.7521 1.5665 -1.2440  N29 1.493, C36 1.673, C54 1.616, H101 1.195
41 C 3.2439 4.8513 -2.5294  C33 1.645, C49 1.669, H63 1.188, H105 1.191
42 C 1.3550 -2.1083 -4.2253  O15 1.481, C50 1.672, H94 1.180, H127 1.171
43 C 0.9395 1.0959 3.6740  O10 1.466, C37 1.644, H98 1.194, H134 1.169
44 C -3.8085 -2.6264 -0.6346  N28 1.512, C47 1.673, H92 1.191, H133 1.194
45 C -0.5373 -0.2197 -1.0400  P2 1.905, O13 1.462, C38 1.673, C46 1.660
46 C -1.3380 -1.5977 -0.5753  C45 1.660, C47 1.628, H65 1.194, H88 1.195
47 C -2.8620 -1.3787 -0.0461  C44 1.673, C46 1.628, H106 1.164, H118 1.194
48 C -2.2575 2.4662 -1.2928  P2 1.891, C51 1.632, H112 1.194, H116 1.194
49 C 2.0974 4.1895 -1.5135  C36 1.673, C41 1.669, H68 1.170, H117 1.188
50 C 0.2845 -1.1137 -3.4124  C38 1.673, C42 1.672, H100 1.174, H122 1.194
51 C -2.8804 2.2728 0.2029  C48 1.632, H83 1.168, H107 1.194, H115 1.194
52 C 2.0330 -1.8093 0.3817  C32 1.673, C35 1.673, H74 1.168, H86 1.172
53 C -0.6712 -1.1551 3.6545  C37 1.639, H62 1.173, H129 1.192, H144 1.176
54 C 0.7446 1.5867 0.0187  O13 1.450, C39 1.674, C40 1.616, H97 1.194
55 H -0.9091 0.6849 4.9856  C37 1.191
56 H -1.7623 -3.1257 7.5967  O16 0.969
57 H -5.4340 0.1095 1.3346  O6 0.969
58 H -0.2069 6.6894 -5.6828  O25 0.969
59 H -0.8701 4.2759 -5.0147  O21 0.969
60 H -0.6629 2.7800 -5.2402  O21 0.969
61 H -4.5915 1.0139 -1.7947  C30 1.188
62 H 0.3975 -1.6225 3.7786  C53 1.173
63 H 3.4357 5.9995 -2.2927  C41 1.188
64 H -2.8230 -1.1864 -3.0910  C31 1.191
65 H -1.3954 -2.3997 -1.4581  C46 1.194
66 H 5.5486 4.6761 -2.6335  C33 1.189
67 H -4.2985 7.6795 0.0449  O8 0.969
68 H 2.5717 3.9403 -0.4734  C49 1.170
69 H 1.9832 0.5981 -3.0657  N29 1.065
70 H 4.0245 -6.8018 -1.0225  O27 0.969
71 H 3.3631 -1.7132 7.2056  O11 0.969
72 H 0.8839 3.8188 3.7685  O7 0.969
73 H -0.6758 1.4005 7.5320  O19 0.969
74 H 1.1499 -1.5577 1.1030  C52 1.168
75 H -6.1739 -7.2509 1.4756  O20 0.969
76 H -5.0613 -0.5953 -2.6561  C30 1.194
77 H 0.9187 -3.0562 -1.3060  C32 1.194
78 H 6.1574 -5.4519 0.9685  O5 0.969
79 H -3.5181 8.3611 1.1664  O8 0.969
80 H 1.6731 -8.5030 4.1866  O9 0.969
81 H 4.0217 -1.7906 4.7156  O17 0.969
82 H -5.4134 -6.3637 -1.5935  O26 0.969
83 H -2.6023 1.2797 0.7516  C51 1.168
84 H 2.3453 0.6990 1.5518  C39 1.168
85 H -1.3266 1.0922 3.1915  C37 1.193
86 H 2.9464 -1.0775 0.4364  C52 1.172
87 H 2.5797 -2.2953 -1.7522  C32 1.195
88 H -0.7767 -2.1774 0.3057  C46 1.195
89 H 2.0352 2.7640 -3.2901  C36 1.170
90 H -7.0290 3.1951 -1.2909  O14 0.969
91 H 0.4936 -3.6448 6.1732  O18 0.969
92 H -3.6861 -2.7293 -1.8146  C44 1.191
93 H -4.6536 0.7911 2.4561  O6 0.969
94 H 2.4314 -1.7149 -3.9433  C42 1.180
95 H -1.3025 7.5488 -5.0563  O25 0.969
96 H 2.8117 -0.1288 -1.8016  N29 1.065
97 H 0.1918 2.6454 0.0114  C54 1.194
98 H 1.1487 1.7406 4.6570  C43 1.194
99 H 4.7765 2.0963 -3.3370  O23 1.016
100 H -0.7300 -1.7041 -3.4115  C50 1.174
101 H 2.8427 1.8055 -0.8172  C40 1.195
102 H 2.8296 -6.0456 -0.4464  O27 0.969
103 H -0.2197 -3.4250 4.8411  O18 0.969
104 H 1.8701 -9.8825 3.5624  O9 0.969
105 H 2.7954 4.8298 -3.6329  C41 1.191
106 H -3.4021 -0.4023 -0.3767  C47 1.164
107 H -2.4544 3.1522 0.8891  C51 1.194
108 H 4.8606 -1.8621 6.9473  O11 0.969
109 H 2.4395 2.5466 1.1996  C39 1.194
110 H -5.9667 -8.7468 1.2501  O20 0.969
111 H 4.6809 3.3645 -1.5336  C33 1.183
112 H -1.4859 3.3746 -1.2221  C48 1.194
113 H 3.8196 6.1914 -6.7057  O4 0.969
114 H 3.3411 5.1266 -5.7214  O4 0.969
115 H -4.0629 2.4369 0.2175  C51 1.194
116 H -3.1419 2.8884 -1.9750  C48 1.194
117 H 1.2504 5.0179 -1.4302  C49 1.188
118 H -2.9024 -1.5178 1.1386  C47 1.194
119 H -6.2486 3.8767 -0.1693  O14 0.969
120 H 2.8819 -3.9869 -0.0334  C35 1.172
121 H 4.4824 8.0724 -3.2586  O22 0.969
122 H 0.2247 -0.1457 -4.1087  C50 1.194
123 H -3.2774 -3.1198 7.7862  O16 0.969
124 H 0.6767 5.3147 3.9940  O7 0.969
125 H -3.5130 -3.9696 1.0058  N28 1.043
126 H -5.0235 0.9618 -3.7196  C30 1.188
127 H 1.2331 -3.2387 -3.9434  C42 1.171
128 H -5.0067 -5.6726 -0.2941  O26 0.969
129 H -1.3620 -1.5621 4.5361  C53 1.192
130 H -1.5971 5.2170 1.2158  O12 0.969
131 H 4.8401 -5.3150 0.2085  O5 0.969
132 H 2.8617 -7.9034 1.9270  O3 0.969
133 H -4.9498 -2.3117 -0.4804  C44 1.194
134 H 1.8022 0.3094 3.6217  C43 1.169
135 H 2.2655 -6.4978 1.9091  O3 0.969
136 H -2.7199 0.2585 -4.2967  C31 1.192
137 H 1.9278 -3.7448 -6.7355  C34 1.171
138 H 3.4955 -0.3616 4.8288  O17 0.969
139 H -1.6767 6.4201 0.2789  O12 0.969
140 H 0.3166 3.0786 -2.4085  C36 1.168
141 H 5.1958 7.8526 -1.9266  O22 0.969
142 H -2.5151 -4.2060 -0.4005  N28 1.043
143 H 3.4550 -3.2092 1.6850  C35 1.174
144 H -1.1334 -1.3343 2.5881  C53 1.176
145 H -0.7554 2.6035 6.5950  O19 0.969